Entry 1:
Here is 6 unconnected molecules or ions with the total composition C6H24N12O6 at a distorted geometry from the OMol25 dataset. Energies are from the ωB97M-V functional and the def2-TZVPD basis.

The geometry in ORCA input format:
```
! RIJCOSX wB97M-V def2-TZVPD def2/J DEFGRID3
* xyz 0 1
N -22.792 -19.698 7.150
C -22.419 -20.930 7.499
N -22.750 -21.096 8.795
O -21.857 -21.730 6.766
H -23.643 -19.338 7.549
H -22.561 -19.255 6.275
H -23.312 -20.423 9.281
H -22.639 -22.063 9.066
N -21.120 -21.208 3.407
C -19.942 -21.809 3.107
N -18.931 -21.002 2.934
O -19.898 -23.048 2.962
H -21.264 -20.231 3.213
H -21.919 -21.780 3.620
H -18.972 -19.999 2.953
H -18.071 -21.521 2.834
N -23.676 -23.261 4.714
C -24.415 -22.563 3.893
N -24.341 -21.263 4.174
O -25.165 -23.042 3.074
H -22.968 -22.864 5.309
H -23.606 -24.211 4.361
H -23.940 -20.922 5.031
H -24.681 -20.592 3.504
N -19.702 -23.451 8.248
C -19.223 -24.215 7.221
N -19.711 -23.763 6.066
O -18.475 -25.180 7.324
H -19.201 -23.450 9.122
H -20.365 -22.699 8.178
H -20.447 -23.080 6.142
H -19.534 -24.265 5.210
N -24.296 -26.602 2.273
C -23.915 -26.690 3.552
N -24.661 -27.601 4.199
O -23.181 -25.896 4.066
H -23.811 -25.958 1.672
H -25.037 -27.195 1.938
H -24.438 -27.572 5.183
H -25.622 -27.610 3.899
N -27.435 -24.741 1.416
C -27.434 -25.167 0.178
N -26.155 -25.354 -0.284
O -28.391 -25.282 -0.508
H -26.555 -24.869 1.889
H -28.207 -24.148 1.672
H -26.144 -25.678 -1.239
H -25.298 -24.990 0.093
*
```

## Properties
Structure (SMILES): NC(N)=O.NC(N)=O.NC(N)=O.NC(N)=O.NC(N)=O.NC(N)=O
E_HOMO in eV: -9.08
E_tot in eV: -36782.446
Energy relative to the best compared isomer or geometry (same formula, charge and spin) in kcal per mole: 53.7

Atom charges from the natural (NBO) analysis, given in e for atoms 1 to 8: atom 1 (N): -0.842, atom 2 (C): 0.784, atom 3 (N): -0.828, atom 4 (O): -0.699, atom 5 (H): 0.387, atom 6 (H): 0.403, atom 7 (H): 0.403, atom 8 (H): 0.411

Entry 2:
Here is 6 unconnected molecules or ions with the total composition C6H24N12O6 at a distorted geometry from the OMol25 dataset. Energies are from the ωB97M-V functional and the def2-TZVPD basis.

The geometry in ORCA input format:
```
! RIJCOSX wB97M-V def2-TZVPD def2/J DEFGRID3
* xyz 0 1
N -10.716 6.536 10.114
C -10.394 5.370 10.646
N -11.064 4.386 10.058
O -9.566 5.231 11.475
H -10.265 7.437 10.177
H -11.582 6.515 9.594
H -11.597 4.513 9.209
H -10.630 3.519 10.340
N -13.870 4.372 8.139
C -13.101 5.278 7.722
N -13.480 6.392 8.292
O -12.057 5.068 7.087
H -13.695 3.433 7.812
H -14.653 4.695 8.691
H -13.110 7.276 7.971
H -14.331 6.394 8.836
N -13.007 1.932 5.573
C -13.541 1.393 6.578
N -14.759 0.973 6.366
O -13.124 1.431 7.687
H -12.272 2.612 5.712
H -13.442 1.772 4.676
H -15.371 0.960 7.170
H -15.219 1.084 5.475
N -18.150 5.171 9.244
C -16.923 5.387 9.709
N -16.503 4.804 10.809
O -16.264 6.159 9.150
H -18.448 5.563 8.362
H -18.690 4.615 9.892
H -17.031 4.103 11.309
H -15.579 5.124 11.062
N -14.465 9.909 8.242
C -13.223 10.336 8.029
N -13.083 11.619 7.905
O -12.247 9.561 8.096
H -15.186 10.599 8.399
H -14.649 8.943 8.470
H -12.171 12.049 7.842
H -13.901 12.105 7.568
N -8.876 6.530 7.519
C -7.593 6.377 7.508
N -6.924 7.496 7.316
O -7.103 5.245 7.418
H -9.295 5.624 7.363
H -9.418 7.375 7.635
H -7.384 8.380 7.481
H -5.985 7.423 7.681
*
```

## Properties
Structure (SMILES): NC(N)=O.NC(N)=O.NC(N)=O.NC(N)=O.NC(N)=O.NC(N)=O
E_HOMO in eV: -8.65
E_tot in eV: -36780.827
Energy relative to the best compared isomer or geometry (same formula, charge and spin) in kcal per mole: 91.0

Atom charges from the natural (NBO) analysis, given in e for atoms 1 to 8: atom 1 (N): -0.853, atom 2 (C): 0.760, atom 3 (N): -0.856, atom 4 (O): -0.663, atom 5 (H): 0.402, atom 6 (H): 0.382, atom 7 (H): 0.406, atom 8 (H): 0.406

Entry 3:
Here is 6 unconnected molecules or ions with the total composition C6H24O6 at a distorted geometry from the OMol25 dataset. Energies are from the ωB97M-V functional and the def2-TZVPD basis.

The geometry in ORCA input format:
```
! RIJCOSX wB97M-V def2-TZVPD def2/J DEFGRID3
* xyz 0 1
C -8.386 19.449 15.150
O -9.230 19.966 16.170
H -8.797 18.522 14.734
H -8.239 20.178 14.362
H -7.419 19.142 15.561
H -9.440 19.269 16.796
C -5.797 23.142 16.366
O -6.982 22.429 16.686
H -4.996 22.464 16.056
H -5.963 23.839 15.535
H -5.517 23.704 17.250
H -7.177 21.819 15.969
C -4.310 17.489 14.055
O -5.533 17.797 14.681
H -3.774 18.395 13.732
H -3.616 16.966 14.733
H -4.491 16.853 13.194
H -5.321 18.172 15.549
C -3.465 19.850 16.835
O -4.809 19.384 16.857
H -2.902 19.456 17.693
H -2.971 19.509 15.930
H -3.407 20.944 16.900
H -5.192 19.616 17.722
C -0.509 22.117 18.580
O 0.416 21.238 19.225
H -1.105 22.634 19.338
H 0.002 22.856 17.960
H -1.160 21.529 17.938
H 1.259 21.688 19.310
C -7.208 20.699 19.175
O -6.050 19.859 19.280
H -6.946 21.716 18.865
H -7.835 20.274 18.398
H -7.748 20.766 20.121
H -5.546 20.087 20.065
*
```

## Properties
Structure (SMILES): CO.CO.CO.CO.CO.CO
E_HOMO in eV: -9.71
E_tot in eV: -18893.575
Energy relative to the best compared isomer or geometry (same formula, charge and spin) in kcal per mole: 79.3

Atom charges from the natural (NBO) analysis, given in e for atoms 1 to 8: atom 1 (C): -0.259, atom 2 (O): -0.734, atom 3 (H): 0.171, atom 4 (H): 0.177, atom 5 (H): 0.180, atom 6 (H): 0.466, atom 7 (C): -0.247, atom 8 (O): -0.729

Entry 4:
Here is 8 unconnected molecules or ions with the total composition C6H24O7 at a distorted geometry from the OMol25 dataset. Energies are from the ωB97M-V functional and the def2-TZVPD basis.

The geometry in ORCA input format:
```
! RIJCOSX wB97M-V def2-TZVPD def2/J DEFGRID3
* xyz 0 1
C 0.404 1.057 3.169
C 1.065 0.923 2.037
C 0.354 0.738 0.723
C -0.172 -0.643 0.516
C 0.256 1.784 -0.093
C -0.529 1.843 -1.380
H -0.679 1.095 3.228
H 0.857 1.312 4.122
H 2.137 0.976 1.938
H -0.718 -0.987 1.403
H 0.616 -1.404 0.516
H -0.846 -0.753 -0.329
H 0.829 2.669 0.187
H -0.004 1.389 -2.226
H -0.759 2.884 -1.604
H -1.484 1.326 -1.251
O -3.255 -2.686 -0.787
H -2.348 -2.759 -1.183
H -3.039 -3.061 0.087
O -3.118 -0.087 0.362
H -2.996 -1.037 0.153
H -4.013 -0.067 0.718
O -1.027 -2.952 -2.429
H -1.200 -2.542 -3.287
H -0.257 -2.417 -2.161
O -2.752 2.588 1.191
H -1.966 3.082 1.443
H -2.522 1.650 1.269
O 4.506 -1.064 0.796
H 4.644 -1.338 -0.116
H 4.097 -1.807 1.251
O 1.280 -1.057 -2.202
H 1.286 -0.265 -1.633
H 2.221 -1.030 -2.446
O 3.033 0.695 -1.011
H 2.645 1.546 -0.782
H 3.451 0.394 -0.185
*
```

## Properties
Structure (SMILES): C=C/C(C)=C/C.O.O.O.O.O.O.O
E_HOMO in eV: -9.12
E_tot in eV: -20943.109
Energy relative to the best compared isomer or geometry (same formula, charge and spin) in kcal per mole: 32.7

Atom charges from the natural (NBO) analysis, given in e for atoms 1 to 8: atom 1 (C): -0.383, atom 2 (C): -0.210, atom 3 (C): -0.021, atom 4 (C): -0.668, atom 5 (C): -0.212, atom 6 (C): -0.670, atom 7 (H): 0.196, atom 8 (H): 0.201

Entry 5:
Here is 8 unconnected molecules or ions with the total composition C6H24O7 at a distorted geometry from the OMol25 dataset. Energies are from the ωB97M-V functional and the def2-TZVPD basis.

The geometry in ORCA input format:
```
! RIJCOSX wB97M-V def2-TZVPD def2/J DEFGRID3
* xyz 0 1
C 0.311 -1.219 3.294
C 0.572 -1.304 1.993
C -0.496 -1.204 0.976
C -0.740 -0.069 0.305
C -1.410 -2.386 0.762
C -2.437 -2.305 1.950
H 1.089 -1.502 4.004
H -0.551 -0.763 3.755
H 1.552 -1.452 1.571
H -0.188 0.811 0.645
H -1.151 -0.021 -0.685
H -1.910 -2.585 -0.190
H -0.813 -3.304 0.857
H -3.305 -2.896 1.662
H -2.661 -1.256 2.122
H -1.928 -2.665 2.838
O -0.587 1.166 -2.822
H -1.166 0.471 -2.483
H -0.043 0.525 -3.305
O 0.334 3.223 -1.537
H 0.754 2.802 -0.783
H 0.467 2.608 -2.280
O 2.036 3.928 0.247
H 2.044 4.223 -0.666
H 2.929 3.549 0.214
O 2.206 -0.073 -1.505
H 1.644 0.427 -0.914
H 1.693 -0.358 -2.238
O 4.367 -0.116 1.550
H 4.257 -0.854 0.951
H 3.829 -0.179 2.339
O -2.567 2.544 -0.551
H -1.617 2.465 -0.429
H -2.615 3.144 -1.299
O -1.110 -1.453 -3.295
H -0.771 -2.344 -3.450
H -2.017 -1.578 -3.601
*
```

## Properties
Structure (SMILES): C=CC(=C)CC.O.O.O.O.O.O.O
E_HOMO in eV: -9.39
E_tot in eV: -20941.393
Energy relative to the best compared isomer or geometry (same formula, charge and spin) in kcal per mole: 72.3

Atom charges from the natural (NBO) analysis, given in e for atoms 1 to 8: atom 1 (C): -0.375, atom 2 (C): -0.226, atom 3 (C): 0.009, atom 4 (C): -0.422, atom 5 (C): -0.436, atom 6 (C): -0.603, atom 7 (H): 0.192, atom 8 (H): 0.208

Entry 6:
Here is 6 unconnected molecules or ions with the total composition C6H25NO5 at a distorted geometry from the OMol25 dataset. Energies are from the ωB97M-V functional and the def2-TZVPD basis.

The geometry in ORCA input format:
```
! RIJCOSX wB97M-V def2-TZVPD def2/J DEFGRID3
* xyz 0 1
C -1.186 -1.283 -3.002
N 0.159 -1.337 -2.395
C 0.436 -0.362 -1.364
C -0.381 -0.611 -0.087
C 1.971 -0.555 -1.013
C 2.616 0.754 -0.583
C 2.314 -1.587 0.069
H -1.464 -2.276 -3.325
H -1.071 -0.721 -3.933
H -1.853 -0.680 -2.389
H 0.453 -2.260 -2.119
H 0.341 0.684 -1.655
H -1.463 -0.468 -0.213
H -0.261 -1.622 0.286
H -0.119 0.054 0.732
H 2.353 -0.929 -1.961
H 2.417 1.075 0.442
H 3.709 0.682 -0.612
H 2.470 1.617 -1.245
H 3.398 -1.674 -0.018
H 1.711 -2.498 0.077
H 2.140 -1.246 1.097
O 0.264 2.871 0.167
H 0.805 2.864 0.964
H 0.702 2.245 -0.426
O -0.909 -2.437 2.413
H -1.063 -3.360 2.677
H -1.464 -2.512 1.624
O -2.120 2.799 1.639
H -1.238 2.447 1.455
H -2.240 3.388 0.882
O -3.274 2.020 -1.201
H -3.278 1.981 -0.234
H -2.481 1.550 -1.475
O 1.134 -0.938 3.822
H 0.347 -0.416 4.015
H 0.845 -1.477 3.082
*
```

## Properties
Structure (SMILES): CN[C@@H](C)C(C)C.O.O.O.O.O
E_HOMO in eV: -8.85
E_tot in eV: -18354.382
Energy relative to the best compared isomer or geometry (same formula, charge and spin) in kcal per mole: 43.7

Atom charges from the natural (NBO) analysis, given in e for atoms 1 to 8: atom 1 (C): -0.417, atom 2 (N): -0.646, atom 3 (C): -0.037, atom 4 (C): -0.648, atom 5 (C): -0.224, atom 6 (C): -0.634, atom 7 (C): -0.627, atom 8 (H): 0.207